Molecular formula: C14H42NO8P
Method: DFT, ωB97M-V/def2-TZVPD

Structure (ORCA input):
```
! RIJCOSX wB97M-V def2-TZVPD def2/J DEFGRID3
* xyz 0 1
C -1.01 -3.07 -1.25
C 0.26 -2.48 -0.64
N 0.22 -1.02 -0.56
P 1.27 -0.15 -1.72
C 2.77 -0.40 -0.70
C 2.65 0.20 0.68
O 2.47 1.60 0.56
C 2.34 2.29 1.79
C 0.89 2.67 2.08
C 2.15 0.84 -3.09
O 2.91 1.90 -2.52
C 2.86 3.10 -3.25
O 3.64 4.07 -2.63
C 3.40 4.26 -1.24
C 1.99 4.66 -0.87
O 1.09 3.55 -0.81
H -1.87 -2.92 -0.59
H -1.24 -2.61 -2.21
H -0.91 -4.15 -1.40
H 1.14 -2.81 -1.21
H 0.39 -2.89 0.37
H -0.73 -0.72 -0.76
H 1.03 -1.14 -2.73
H 0.42 0.96 -1.52
H 2.90 -1.48 -0.58
H 3.66 -0.01 -1.21
H 3.56 -0.01 1.26
H 1.79 -0.24 1.20
H 2.97 3.18 1.72
H 2.75 1.67 2.60
H 0.33 1.84 2.52
H 0.41 2.97 1.14
H 0.85 3.52 2.76
H 2.80 0.19 -3.70
H 1.35 1.22 -3.74
H 1.81 3.41 -3.31
H 3.26 2.98 -4.27
H 3.67 3.36 -0.69
H 4.09 5.06 -0.94
H 1.60 5.40 -1.58
H 2.02 5.14 0.11
H 1.61 2.74 -0.87
C 3.09 8.65 0.45
O 3.37 7.28 0.70
H 3.29 8.82 -0.61
H 2.05 8.91 0.65
H 3.74 9.32 1.03
H 3.20 7.11 1.64
C -4.52 -4.17 0.45
O -4.09 -2.85 0.15
H -4.21 -4.81 -0.37
H -4.07 -4.53 1.38
H -5.61 -4.23 0.54
H -4.37 -2.28 0.87
C -6.80 -7.42 0.22
O -6.54 -6.43 -0.76
H -5.99 -7.37 0.95
H -7.75 -7.24 0.75
H -6.82 -8.42 -0.21
H -7.25 -6.45 -1.41
C -3.05 -5.20 4.13
O -4.30 -4.54 4.04
H -2.52 -5.00 3.20
H -2.45 -4.83 4.96
H -3.17 -6.29 4.23
H -4.79 -4.71 4.85
*
```

Summary:
maximum force = 0.69 eV Å⁻¹
E_LUMO = 0.666 eV
orbital gap = 8.79 eV
HOMO = -8.1 eV
structure (SMILES) = CCN[PH2](CCOCC)COCOCCO.CO.CO.CO.CO

Mulliken atomic charge list, values in e, 4 entries: atom 1 (C): -1.277, atom 2 (C): -0.400, atom 3 (N): -0.482, atom 4 (P): 0.954